{
  "formula": "C31H89N13O10",
  "method": "ωB97M-V with the def2-TZVPD basis set",
  "symbols": ["C", "C", "C", "O", "C", "N", "H", "H", "H", "H", "H", "H", "H", "H", "H", "H", "H", "C", "C", "C", "O", "C", "N", "H", "H", "H", "H", "H", "H", "H", "H", "H", "H", "H", "C", "C", "C", "O", "C", "N", "H", "H", "H", "H", "H", "H", "H", "H", "H", "H", "H", "C", "C", "C", "O", "C", "N", "H", "H", "H", "H", "H", "H", "H", "H", "H", "H", "H", "C", "C", "C", "O", "C", "N", "H", "H", "H", "H", "H", "H", "H", "H", "H", "H", "H", "C", "C", "C", "O", "C", "N", "H", "H", "H", "H", "H", "H", "H", "H", "H", "H", "H", "C", "C", "C", "O", "C", "N", "H", "H", "H", "H", "H", "H", "H", "H", "H", "H", "H", "C", "O", "N", "N", "H", "H", "H", "H", "C", "O", "N", "N", "H", "H", "H", "H", "C", "O", "N", "N", "H", "H", "H", "H"],
  "coordinates": [[-31.43390, 21.08825, -24.33281], [-30.62404, 20.13822, -23.47245], [-31.48358, 19.05592, -22.85642], [-30.72458, 18.14710, -22.13420], [-31.49644, 17.14328, -21.50161], [-29.53718, 19.57725, -24.30818], [-31.82308, 20.60321, -25.23485], [-31.03525, 22.07034, -24.55788], [-32.39078, 21.26946, -23.81708], [-30.12841, 20.70677, -22.67881], [-32.02896, 18.59488, -23.70748], [-32.31833, 19.50189, -22.29127], [-30.79856, 16.45664, -21.03530], [-32.14909, 16.68264, -22.24929], [-32.13455, 17.58682, -20.72861], [-29.06339, 18.92022, -23.68698], [-29.91240, 18.99269, -25.05267], [-25.47082, 20.32365, -27.38032], [-26.89120, 20.03041, -26.93065], [-27.45807, 18.68520, -27.35134], [-28.84568, 18.57168, -27.14271], [-29.63286, 19.15194, -28.16228], [-26.87916, 20.26452, -25.44632], [-25.20294, 21.33000, -27.05682], [-25.35464, 20.30995, -28.46591], [-24.77878, 19.61887, -26.91378], [-27.62005, 20.80686, -27.17678], [-27.01750, 17.87113, -26.76469], [-27.17907, 18.47459, -28.39490], [-29.34182, 18.73994, -29.13734], [-29.55659, 20.24231, -28.16015], [-30.67529, 18.86024, -28.03960], [-27.79754, 20.02864, -25.05330], [-26.12586, 19.63883, -25.17076], [-20.09736, 26.78381, -26.43197], [-19.53038, 25.38520, -26.10084], [-20.45675, 24.28266, -26.55254], [-21.75021, 24.48652, -26.04449], [-22.49111, 23.33015, -25.77527], [-18.19343, 25.19966, -26.66536], [-20.67945, 27.14378, -25.58652], [-20.88856, 26.72545, -27.18788], [-19.31674, 27.44550, -26.80028], [-19.56285, 25.37150, -25.00262], [-20.06928, 23.32014, -26.16296], [-20.41555, 24.07666, -27.63296], [-22.33725, 22.51147, -26.48378], [-23.54538, 23.59096, -25.69945], [-22.20454, 22.95783, -24.78031], [-17.72798, 26.09531, -26.66074], [-17.68938, 24.52091, -26.11087], [-31.57043, 22.35416, -31.68261], [-31.55602, 23.03080, -30.33355], [-30.14334, 23.25967, -29.79186], [-30.17057, 22.93878, -28.41546], [-28.92636, 23.11404, -27.81302], [-32.39864, 24.22428, -30.39383], [-31.14474, 21.34288, -31.70624], [-31.13070, 22.89839, -32.52248], [-32.57591, 22.07303, -32.01875], [-32.07237, 22.34886, -29.65466], [-29.76876, 24.27097, -30.00121], [-29.41454, 22.62437, -30.32280], [-28.12707, 22.52187, -28.28901], [-28.96682, 22.78685, -26.77413], [-28.47683, 24.11744, -27.82917], [-32.32515, 24.77626, -29.54410], [-32.06149, 24.86217, -31.11074], [-27.48769, 28.01006, -21.30421], [-25.99720, 27.65811, -21.19644], [-25.61534, 26.21041, -21.20492], [-26.11678, 25.51096, -20.09288], [-25.76493, 24.15118, -20.15006], [-25.30060, 28.36313, -22.26982], [-28.06627, 27.53374, -20.50549], [-27.94350, 27.72723, -22.26177], [-27.69554, 29.08238, -21.28762], [-25.73795, 28.00964, -20.19098], [-24.52828, 26.10750, -21.33872], [-25.98510, 25.72814, -22.12694], [-24.69172, 23.95596, -20.24536], [-26.22064, 23.64963, -21.01736], [-26.19986, 23.72155, -19.25003], [-25.34314, 29.37656, -22.22627], [-25.79455, 28.23670, -23.15139], [-26.41290, 28.11330, -26.05026], [-24.90380, 27.92200, -26.15312], [-24.17778, 29.13652, -25.58914], [-22.80497, 28.86340, -25.79211], [-21.86676, 29.73648, -25.19083], [-24.46782, 26.69395, -25.48573], [-26.84424, 28.67432, -26.87685], [-26.66642, 28.62163, -25.11543], [-26.93344, 27.15601, -26.02621], [-24.55537, 27.88510, -27.18384], [-24.45279, 29.49423, -24.58971], [-24.35867, 30.02521, -26.22134], [-22.09866, 29.69462, -24.11818], [-21.99055, 30.74334, -25.60203], [-20.85931, 29.35595, -25.32416], [-23.44957, 26.74256, -25.49240], [-24.71866, 26.69705, -24.49670], [-23.28784, 27.26232, -29.73310], [-22.97544, 26.18339, -30.76617], [-23.31513, 24.78756, -30.25536], [-24.53626, 24.84399, -29.54483], [-24.83588, 23.62302, -28.91654], [-23.82137, 26.53868, -31.93191], [-24.35666, 27.29432, -29.50717], [-23.01408, 28.23804, -30.11928], [-22.87768, 26.91557, -28.77833], [-21.94044, 26.28464, -31.09339], [-22.54384, 24.50326, -29.51741], [-23.34766, 24.03249, -31.04763], [-25.80699, 23.73620, -28.44352], [-24.06839, 23.36265, -28.17132], [-24.77314, 22.80678, -29.64867], [-24.78143, 26.40946, -31.62106], [-23.74859, 25.95241, -32.75624], [-30.17616, 28.38792, -25.40916], [-29.39979, 28.54456, -26.33442], [-30.09397, 27.32190, -24.54654], [-31.30150, 29.15927, -25.23798], [-30.89648, 27.05151, -24.00814], [-29.38364, 26.64184, -24.75883], [-31.34276, 30.03100, -25.73472], [-31.78058, 29.13542, -24.35411], [-27.21107, 24.42536, -24.38187], [-27.52804, 25.45388, -23.76573], [-27.90040, 23.25414, -24.24520], [-26.17566, 24.37544, -25.25054], [-27.44625, 22.40339, -24.54893], [-28.79392, 23.24258, -23.78312], [-25.45298, 25.10029, -25.19117], [-25.89979, 23.50346, -25.67136], [-30.80215, 24.86956, -22.08541], [-31.78585, 24.66556, -21.39775], [-29.64860, 25.44971, -21.67152], [-30.74761, 24.53997, -23.43422], [-28.87476, 25.56578, -22.31066], [-29.48997, 25.64112, -20.69932], [-31.64146, 24.36078, -23.86524], [-30.13827, 25.03252, -24.06030]],
  "forces_ev_per_angstrom": [[-2.038, -0.383, 0.454], [1.004, 0.465, -0.688], [-1.331, 0.491, -0.976], [0.386, -0.057, 0.234], [-0.166, 0.677, -0.188], [-0.114, -0.348, 0.972], [0.625, -0.034, -0.237], [0.543, -0.191, -0.035], [0.227, 0.305, 0.194], [-0.074, -0.049, 0.060], [0.298, -0.436, 0.121], [0.384, 0.041, 0.480], [-0.086, -0.231, -0.124], [0.097, -0.396, 0.135], [0.009, -0.031, 0.032], [0.165, -0.039, -0.235], [-0.082, 0.164, -0.068], [-0.415, 0.257, -0.550], [-0.691, 1.186, 1.582], [0.531, -0.340, -0.035], [-0.326, -0.140, 0.011], [0.095, -0.142, -0.350], [0.605, -0.504, -1.045], [0.061, -0.048, 0.115], [0.053, -0.248, 0.016], [0.058, -0.042, -0.127], [0.295, -0.080, -1.093], [0.126, 0.162, 0.099], [-0.269, 0.097, -0.082], [0.160, 0.237, -0.032], [-0.066, 0.015, -0.137], [0.034, 0.059, 0.401], [0.356, -0.200, 0.127], [-0.413, -0.005, 1.024], [-0.818, -0.840, -0.558], [-0.559, 0.943, 0.216], [0.566, -1.706, 0.175], [-0.255, 0.698, -0.534], [0.198, -0.307, 0.928], [-0.705, -0.094, 0.057], [0.518, 0.404, 0.185], [0.362, -0.057, -0.336], [-0.091, 0.308, 0.306], [0.394, -0.365, 0.020], [0.040, 0.206, 0.261], [-0.323, 0.725, -0.132], [-0.044, 0.171, -0.256], [0.020, 0.103, -0.277], [0.009, -0.187, -0.095], [0.372, -0.177, 0.114], [0.299, 0.154, -0.086], [-0.495, -1.238, -1.158], [-0.285, 0.108, -0.205], [0.074, -0.538, -0.504], [0.215, 0.574, -0.086], [1.365, -0.236, 0.417], [0.083, 0.599, -0.039], [0.646, 0.330, 0.467], [0.172, 0.274, 0.276], [-0.226, 0.716, 0.295], [0.272, -0.026, 0.226], [-0.331, 0.211, 0.357], [-0.115, -0.292, 0.223], [-0.312, -0.287, -0.207], [-0.253, 0.054, 0.010], [-0.731, 0.336, -0.070], [-0.064, -0.291, 0.177], [-0.016, -0.200, -0.157], [-0.804, -0.791, -0.118], [-1.205, 1.561, 0.369], [-0.038, -0.917, -1.623], [0.417, 0.362, -0.027], [-0.698, -0.331, -0.136], [0.789, 0.152, -0.692], [-0.007, 0.123, -0.061], [0.294, -0.440, 0.043], [0.488, 0.091, 0.459], [0.638, 0.374, -0.281], [0.112, 0.247, 0.657], [-0.285, 0.160, 0.126], [0.105, 0.298, 0.366], [-0.136, 0.155, 0.000], [0.339, -0.271, 0.028], [0.092, -0.036, 0.859], [-0.079, -0.669, 0.128], [0.023, -0.276, -0.024], [-0.456, 0.526, 0.690], [0.602, 1.330, -1.343], [0.848, -0.726, 0.089], [-1.295, -0.273, 0.612], [0.552, -0.064, 0.113], [0.122, 0.142, 0.083], [-0.107, 0.065, -0.065], [0.099, -0.044, -0.064], [-0.215, -0.340, -0.132], [0.264, -0.741, 0.359], [-0.558, -0.148, -0.036], [0.332, 0.587, 0.066], [0.243, 0.089, 0.181], [-0.029, -0.012, -0.335], [-0.029, -0.356, 0.034], [-0.031, 0.471, -0.002], [-0.307, -0.991, 0.500], [-1.375, 0.458, -1.261], [0.837, 0.308, 1.245], [-0.248, 0.019, -0.349], [0.749, -0.029, -0.222], [-0.471, 0.095, 0.043], [-0.066, -0.084, -0.385], [0.457, 0.045, 0.383], [0.508, 0.777, 0.009], [0.112, -0.384, 0.183], [0.109, -0.208, -0.215], [-0.018, 0.062, -0.118], [-0.089, -0.240, -0.059], [-0.135, 0.238, 0.168], [-0.558, -0.073, 0.023], [-0.028, 0.239, -0.080], [0.507, -0.210, 0.196], [-0.418, -0.702, -0.755], [0.059, 0.312, 0.321], [0.089, 0.555, -0.065], [-0.081, 0.148, 0.317], [0.080, -0.079, 0.091], [0.213, 0.114, 0.117], [0.146, -0.023, -0.078], [0.030, 0.062, 0.010], [-0.419, -0.642, 0.250], [-0.209, 0.135, -0.434], [0.444, 0.198, -0.255], [0.484, 0.146, 0.236], [-0.357, -0.279, -0.038], [0.076, -0.045, 0.170], [-0.353, 0.010, -0.547], [-0.195, -0.094, 0.105], [0.219, 0.507, 0.095], [0.156, -0.156, -0.086], [0.051, 0.019, 0.240], [-0.632, -0.563, -0.616], [0.204, -0.107, -0.049], [-0.215, -0.057, 0.029], [-0.099, -0.103, 0.262], [0.327, 0.038, 0.237]],
  "mulliken_charge": [-1.1816, 0.3942, -1.0296, -0.3042, -0.7548, -0.5497, 0.3715, -0.0953, 0.4594, 0.3224, 0.3733, 0.4339, 0.2445, 0.3224, 0.2994, 0.3225, 0.1021, -1.2622, 2.1004, -1.0408, -0.2683, -0.5713, -0.5341, 0.1049, 0.4332, 0.3696, -1.1568, 0.1989, 0.4017, 0.3374, 0.1506, 0.2829, 0.4665, 0.3061, -0.5891, 0.6438, -1.0043, -0.0337, -0.3946, -0.7124, -0.0691, -0.1570, 0.5848, 0.1030, 0.4605, 0.2397, 0.4611, -0.4842, 0.4289, 0.2489, 0.2512, -1.5397, 0.6220, -0.7412, -0.3287, -0.8871, -0.7349, 0.3823, 0.3397, 0.4141, 0.1373, 0.3336, 0.3396, 0.2974, 0.2335, 0.5694, 0.2810, 0.2642, -1.1271, 0.5466, 0.3126, -0.4103, -0.6591, -0.4120, 0.2839, 0.1036, 0.4047, 0.3302, 0.5370, -0.7456, 0.3222, 0.1514, 0.2779, 0.3596, -0.2678, -1.3477, 1.4310, -1.0134, -0.1233, -0.8592, -0.2167, 0.5499, 0.2728, -0.0823, -0.5367, 0.3171, 0.4868, 0.3520, 0.3187, 0.1896, -0.0127, 0.1662, -1.0664, 0.1900, -0.4636, -0.2956, -0.2868, -0.7811, 0.2213, 0.4961, 0.0468, 0.4735, 0.0610, 0.3970, 0.0593, -0.0771, 0.4314, 0.2858, 0.2479, 0.4301, -0.5935, -0.1009, -0.4530, 0.2961, -0.1588, 0.2721, 0.1867, 0.0020, -0.1047, 0.1752, 0.6849, -0.2093, -0.0909, -0.1955, -0.1788, 0.2799, -0.7121, 0.0982, -0.0262, 0.1339, 0.2144, 0.2817, -0.0799],
  "smiles": "COC[C@H](C)N.COC[C@H](C)N.COC[C@H](C)N.COC[C@H](C)N.COC[C@H](C)N.COC[C@H](C)N.COC[C@H](C)N.NC(N)=O.NC(N)=O.NC(N)=O",
  "homo_ev": -9.10,
  "gap_ev": 9.654,
  "relative_energy_kcal_mol": 19.5,
  "lumo_ev": 0.6,
  "e_tot_ev": -73436.0175
}